207
Properties=species:S:1:pos:R:3 method="wB97M-V/def2-TZVPD" e_tot_ha=-8980.84095 e_above_lowest_ev=0.000 homo_lumo_gap_ha=0.2308 charge=+1
C 4.090 1.936 4.296
C 3.241 2.988 3.597
C 3.813 4.382 3.702
N 3.077 5.452 2.887
C 3.317 5.205 1.444
C 1.591 5.498 3.265
C 1.322 6.853 3.890
C 2.453 7.752 3.367
C 3.634 6.781 3.392
H 4.943 1.727 3.642
H 3.550 0.996 4.387
H 4.423 2.275 5.276
H 2.284 3.000 4.131
H 3.023 2.718 2.573
H 4.784 4.394 3.192
H 3.998 4.709 4.721
H 4.365 5.441 1.281
H 2.751 5.975 0.914
H 2.970 4.254 1.057
H 1.131 5.516 2.279
H 1.315 4.666 3.895
H 0.338 7.269 3.696
H 1.484 6.829 4.972
H 2.287 8.114 2.356
H 2.743 8.499 4.104
H 4.401 7.061 2.668
H 4.106 6.647 4.357
C 4.043 -7.632 -4.151
C 3.369 -6.267 -3.824
C 1.866 -6.363 -3.838
N 1.176 -5.018 -3.663
C 1.561 -4.334 -2.371
C -0.297 -5.257 -3.721
C -0.935 -4.191 -4.583
C 0.184 -3.934 -5.593
C 1.434 -3.963 -4.743
H 5.019 -7.661 -3.681
H 4.158 -7.781 -5.225
H 3.354 -8.416 -3.834
H 3.731 -5.494 -4.501
H 3.801 -6.055 -2.844
H 1.455 -6.947 -3.017
H 1.506 -6.676 -4.817
H 2.635 -4.165 -2.398
H 1.345 -5.020 -1.555
H 1.011 -3.401 -2.359
H -0.757 -5.263 -2.730
H -0.560 -6.231 -4.138
H -1.036 -3.316 -3.932
H -1.913 -4.345 -5.022
H 0.042 -3.054 -6.212
H 0.339 -4.827 -6.212
H 1.693 -2.994 -4.319
H 2.367 -4.198 -5.257
C -8.913 3.627 5.205
C -9.350 4.618 4.096
C -8.322 5.023 3.083
N -7.669 3.891 2.316
C -8.677 2.902 1.814
C -6.569 3.185 3.140
C -5.621 2.606 2.125
C -5.759 3.441 0.865
C -6.840 4.438 1.175
H -9.449 3.858 6.122
H -7.864 3.778 5.450
H -9.089 2.603 4.884
H -9.529 5.508 4.719
H -10.374 4.486 3.749
H -7.459 5.550 3.493
H -8.701 5.698 2.312
H -8.963 2.266 2.649
H -8.182 2.196 1.146
H -9.499 3.450 1.369
H -6.997 2.459 3.818
H -6.134 4.048 3.643
H -5.794 1.532 2.005
H -4.590 2.598 2.488
H -6.008 2.799 0.014
H -4.852 3.910 0.482
H -7.412 4.845 0.343
H -6.414 5.334 1.645
C -1.451 1.920 -3.171
C -0.062 1.859 -3.805
C -0.156 2.446 -5.215
N 0.996 1.921 -6.068
C 0.948 2.566 -7.432
C 2.406 2.231 -5.581
C 3.265 1.035 -5.948
C 2.286 -0.128 -5.839
C 0.940 0.397 -6.272
H -1.817 2.937 -3.026
H -1.371 1.435 -2.200
H -2.258 1.487 -3.768
H 0.303 0.833 -3.838
H 0.610 2.483 -3.220
H 0.152 3.489 -5.138
H -1.044 2.226 -5.800
H 0.833 3.631 -7.245
H 0.056 2.242 -7.967
H 1.847 2.287 -7.969
H 2.765 3.130 -6.076
H 2.369 2.451 -4.515
H 3.684 1.117 -6.952
H 4.076 0.934 -5.230
H 2.598 -1.000 -6.411
H 2.260 -0.351 -4.767
H 0.564 0.249 -7.281
H 0.130 0.062 -5.624
C 5.008 -2.184 -0.449
C 5.054 -3.650 0.052
C 6.402 -4.299 -0.110
N 6.387 -5.801 0.232
C 5.870 -5.999 1.625
C 7.755 -6.408 -0.039
C 7.576 -7.429 -1.197
C 6.088 -7.783 -1.117
C 5.389 -6.506 -0.726
H 5.843 -1.838 -1.055
H 5.188 -1.649 0.491
H 4.013 -1.855 -0.723
H 4.265 -4.210 -0.459
H 4.766 -3.631 1.101
H 7.089 -3.948 0.664
H 6.858 -4.216 -1.094
H 4.845 -5.657 1.667
H 6.493 -5.403 2.289
H 5.954 -7.057 1.859
H 8.165 -6.911 0.829
H 8.297 -5.598 -0.512
H 8.243 -8.277 -1.269
H 7.585 -6.797 -2.091
H 5.871 -8.593 -0.417
H 5.794 -8.156 -2.100
H 4.540 -6.793 -0.117
H 5.203 -5.837 -1.557
C 0.832 -2.934 0.710
C 0.400 -1.735 1.498
C -1.116 -1.744 1.754
N -1.738 -0.431 2.062
C -3.136 -0.623 2.541
C -0.946 0.560 2.948
C -0.587 1.789 2.155
C -1.472 1.716 0.920
C -1.816 0.277 0.701
H 0.359 -2.932 -0.279
H 0.636 -3.891 1.195
H 1.893 -2.896 0.443
H 0.528 -0.760 1.016
H 0.947 -1.590 2.430
H -1.261 -2.375 2.638
H -1.663 -2.212 0.937
H -3.591 -1.318 1.841
H -3.570 0.370 2.470
H -3.140 -1.034 3.547
H -1.560 0.634 3.838
H -0.113 -0.051 3.285
H -0.807 2.756 2.601
H 0.479 1.758 1.934
H -2.434 2.198 1.164
H -1.193 2.277 0.040
H -2.764 -0.004 0.241
H -1.080 -0.155 0.017
N -0.885 -1.299 5.337
S -0.981 -0.488 6.734
O 0.294 -0.184 7.289
O -2.084 -0.675 7.589
F -1.350 0.917 6.008
S 0.146 -2.463 5.560
O 0.322 -2.942 6.886
O 1.271 -2.441 4.669
F -0.754 -3.652 4.922
N 0.762 5.951 -0.814
S -0.611 5.258 -0.341
O -1.773 5.925 -0.804
O -0.595 4.660 0.947
F -0.504 3.996 -1.312
S 0.568 7.497 -0.625
O 0.156 7.819 0.720
O 0.032 8.294 -1.659
F 2.126 7.888 -0.616
N 3.199 2.243 -1.720
S 4.723 1.668 -1.868
O 5.168 1.213 -3.139
O 5.373 1.102 -0.717
F 5.312 3.155 -1.720
S 2.594 1.133 -0.814
O 2.726 1.295 0.594
O 2.524 -0.206 -1.347
F 1.037 1.530 -1.024
N -4.064 -2.678 -0.667
S -3.185 -2.608 -2.057
O -2.825 -1.337 -2.586
O -3.457 -3.706 -2.908
F -1.790 -3.106 -1.373
S -5.153 -1.551 -0.951
O -5.824 -1.574 -2.215
O -4.954 -0.328 -0.235
F -6.299 -2.203 -0.057
N -7.267 -2.851 2.641
S -6.940 -1.739 3.661
O -7.799 -1.502 4.773
O -6.353 -0.584 3.042
F -5.629 -2.378 4.333
S -8.657 -2.202 2.017
O -8.522 -0.980 1.293
O -9.881 -2.425 2.698
F -8.745 -3.278 0.846